#w
Computed, not measured: a single C5H6N2O2 molecule, with the ωB97M-V functional and the def2-TZVPD basis.

Geometry (Å):
O 0.9126 -2.2262 2.0678
N 0.8063 -1.0879 1.7331
C 0.7941 0.0627 1.5874
C 0.5114 1.3041 0.9095
C -0.1238 1.0194 -0.4839
C -1.2773 0.0553 -0.4104
C -0.9224 -1.0475 -1.0629
N 0.2922 -0.9089 -1.7066
O 0.8097 0.3763 -1.3382
H 1.4349 1.8698 0.7615
H -0.1817 1.9065 1.5011
H -0.3977 1.9851 -0.9332
H -2.1904 0.2700 0.1007
H -1.4668 -1.9619 -1.1968
H 0.9990 -1.6168 -1.5290

molecular weight = 126.11 g/mol
HOMO level = -8.390 eV
LUMO level = 0.8110 eV
frontier orbital gap = 9.20 eV

#x
Computed, not measured: C5H6N2O2 as an isolated structure, with the ωB97M-V functional and the def2-TZVPD basis.

Geometry (Å):
C 0.9977 1.3196 -0.5273
C -0.3010 1.0160 -0.6350
C 1.8437 0.1319 -0.6116
C -1.1550 -1.4795 0.0343
C -0.5479 -0.4746 -0.9646
N 1.3386 -0.9750 -0.7570
N -1.3654 -1.1317 1.3258
O -1.4067 -2.5762 -0.3848
O -0.9004 -0.6389 -2.2299
H 1.2924 2.3652 -0.1803
H -0.9492 1.7984 -0.7733
H 2.9562 0.2369 -0.4025
H -1.0802 -0.2419 1.8493
H -1.6813 -2.0111 1.9075
H -1.3457 -1.4684 -2.2931

molecular weight = 126.11 g/mol
HOMO level = -8.885 eV
LUMO level = 0.4371 eV
frontier orbital gap = 9.32 eV

The least stable of the structures above is #w, whereas #x is the most stable.